Model w:
Computed, not measured: a 2-piece molecular cluster, C3H5N2O overall, with ωB97M-V/def2-TZVPD.

- Kohn-Sham gap (eV) = 10.14
- E_LUMO (eV) = -5.569
- highest occupied orbital energy (hartree) = -0.577

```
! RIJCOSX wB97M-V def2-TZVPD def2/J DEFGRID3
* xyz 1 1
C 2.569 1.447 -1.327
C -1.274 -0.726 1.133
C -1.284 -0.188 -0.239
N 1.077 -0.157 0.547
N -0.088 -0.372 0.402
O 3.406 1.731 -1.992
H -1.568 -0.933 -0.946
H -1.495 -0.257 2.060
H -1.644 -1.791 1.088
H -1.426 0.888 -0.449
H 1.727 0.356 -0.277
*
```



Model x:
Computed, not measured: C3H5N2O as an isolated structure, with ωB97M-V/def2-TZVPD.

- Kohn-Sham gap (eV) = 8.88
- E_LUMO (eV) = -4.874
- highest occupied orbital energy (hartree) = -0.505

```
! RIJCOSX wB97M-V def2-TZVPD def2/J DEFGRID3
* xyz 1 1
C -1.154 2.252 1.396
C 0.722 -2.187 -0.288
C 0.976 -1.429 -1.325
N 0.162 0.491 0.516
N -0.451 1.404 0.916
O 0.240 -2.765 0.600
H -2.161 1.924 1.562
H -1.147 3.335 1.388
H 0.528 -0.224 -0.820
H 2.005 -1.200 -1.796
H 0.282 -1.601 -2.150
*
```



Which structure is the most stable? The one labeled model w.



Model w:
Computed, not measured: C6H9N3O as an isolated structure, with ωB97M-V/def2-TZVPD.

- Kohn-Sham gap (eV) = 9.71
- E_LUMO (eV) = 0.902
- highest occupied orbital energy (hartree) = -0.324

```
! RIJCOSX wB97M-V def2-TZVPD def2/J DEFGRID3
* xyz 0 1
C -1.221 2.359 3.031
C -0.634 1.741 1.186
C 1.002 -0.422 -1.149
C 0.753 1.092 -0.979
C 0.317 -0.479 0.280
C -0.604 -1.623 0.421
N -1.141 1.309 2.291
N -0.920 3.495 2.409
N -0.216 0.888 0.090
O -0.524 3.076 1.181
H -1.612 2.422 4.000
H 0.458 -0.935 -1.843
H 2.107 -0.608 -1.110
H 1.657 1.543 -0.567
H 0.327 1.770 -1.817
H 1.082 -0.294 1.048
H -0.291 -2.468 -0.168
H -1.532 -1.221 0.153
H -0.557 -1.914 1.505
*
```



Model x:
Computed, not measured: one molecule with the formula C6H9N3O, with ωB97M-V/def2-TZVPD.

- Kohn-Sham gap (eV) = 9.37
- E_LUMO (eV) = 0.531
- highest occupied orbital energy (hartree) = -0.325

```
! RIJCOSX wB97M-V def2-TZVPD def2/J DEFGRID3
* xyz 0 1
C -0.352 0.602 2.526
N -0.141 -0.110 1.282
C -0.164 -1.457 1.102
N 0.311 -1.788 -0.073
C 0.525 -0.594 -0.731
C 0.741 -0.664 -2.173
N 0.393 0.072 -3.125
C 0.139 0.465 0.070
C 0.035 1.927 -0.174
H -1.233 1.249 2.444
H -0.506 -0.127 3.328
H 0.524 1.216 2.765
H -0.432 -2.142 1.903
H -0.970 2.299 0.077
H 0.746 2.478 0.459
H 0.230 2.131 -1.231
O 0.196 -2.120 -2.731
H -0.038 -0.871 -3.832
H -0.005 -2.567 -1.887
*
```



Model y:
Computed, not measured: a 2-piece molecular cluster, C6H9N3O overall, with ωB97M-V/def2-TZVPD.

- Kohn-Sham gap (eV) = 9.01
- E_LUMO (eV) = 0.634
- highest occupied orbital energy (hartree) = -0.308

```
! RIJCOSX wB97M-V def2-TZVPD def2/J DEFGRID3
* xyz 0 1
N 1.181 -1.428 -1.505
C 0.849 -0.765 -0.299
C -0.367 -0.838 0.351
N -0.530 0.339 1.056
C -1.774 0.840 1.579
C -2.292 0.061 2.727
N -2.648 -0.638 3.580
C 0.675 0.986 1.117
C 1.531 0.376 0.223
H 2.163 -1.691 -1.531
H 0.631 -2.269 -1.643
H -1.136 -1.603 0.305
H -1.668 1.887 1.892
H -2.542 0.827 0.792
H 0.782 1.910 1.680
H 2.516 0.731 -0.071
O 0.676 0.388 -3.749
H 1.193 1.160 -3.504
H 0.760 -0.272 -3.001
*
```



Which structure is the most stable? The one labeled model y.



Model w:
Computed, not measured: H12NaO6 as an isolated structure, with ωB97M-V/def2-TZVPD.

- Kohn-Sham gap (eV) = 11.73
- E_LUMO (eV) = -3.468
- highest occupied orbital energy (hartree) = -0.559

```
! RIJCOSX wB97M-V def2-TZVPD def2/J DEFGRID3
* xyz 1 1
Na -1.067 13.255 -12.033
O -0.146 11.065 -13.624
H 0.064 11.122 -14.557
H -0.566 10.211 -13.525
O -3.111 12.310 -13.344
H -4.051 12.269 -13.166
H -2.934 11.536 -13.879
O -0.693 11.438 -10.300
H -1.075 10.584 -10.500
H -1.066 11.675 -9.450
O -3.041 14.055 -10.017
H -3.717 13.483 -9.654
H -2.337 14.036 -9.368
O 0.279 14.878 -10.184
H -0.145 14.813 -9.328
H 1.213 14.782 -9.997
O 1.689 13.482 -12.651
H 2.001 12.754 -12.114
H 1.796 14.254 -12.095
*
```



Model x:
Computed, not measured: H12NaO6 as an isolated structure, with ωB97M-V/def2-TZVPD.

- Kohn-Sham gap (eV) = 11.62
- E_LUMO (eV) = -3.510
- highest occupied orbital energy (hartree) = -0.556

```
! RIJCOSX wB97M-V def2-TZVPD def2/J DEFGRID3
* xyz 1 1
Na 16.348 -14.982 2.486
O 15.324 -14.977 0.418
H 15.337 -14.755 -0.514
H 14.498 -15.487 0.445
O 14.460 -14.738 3.738
H 14.691 -15.026 4.604
H 13.528 -14.526 3.687
O 18.352 -14.819 3.928
H 18.988 -14.124 3.930
H 17.759 -14.499 4.629
O 15.416 -17.120 2.542
H 15.355 -17.491 1.642
H 14.506 -16.957 2.844
O 16.394 -12.805 1.895
H 15.505 -12.682 1.508
H 16.467 -11.979 2.397
O 18.214 -15.634 1.164
H 17.729 -16.038 0.426
H 18.444 -16.384 1.736
*
```



Which structure is the most stable? The one labeled model x.



Model w:
Computed, not measured: a 2-piece molecular cluster, C9H21N overall, with ωB97M-V/def2-TZVPD.

- Kohn-Sham gap (spin up / spin down) (eV) = 6.73 / 6.73
- E_LUMO (spin up / spin down) (eV) = 0.909 / 0.909
- highest occupied orbital energy (spin up / spin down) (hartree) = -0.214 / -0.214

```
! RIJCOSX wB97M-V def2-TZVPD def2/J DEFGRID3
* xyz 0 1
C -1.199 -1.072 0.777
C 1.758 -0.201 0.031
C -1.135 0.980 -0.604
C -1.153 -1.477 2.217
C -1.123 -2.159 -0.247
C 2.736 -0.102 -1.131
C 2.133 0.717 1.187
C -1.143 2.469 -0.389
C -1.469 0.538 -2.000
N -1.358 0.226 0.500
H -1.336 0.791 1.346
H 1.734 -1.233 0.387
H 0.730 0.152 -0.369
H -1.932 -2.208 2.451
H -1.287 -0.624 2.882
H -0.193 -1.945 2.459
H -0.660 -3.037 0.203
H -0.527 -1.867 -1.108
H -2.114 -2.463 -0.605
H 2.757 0.912 -1.529
H 2.108 1.759 0.869
H 3.750 -0.358 -0.821
H 2.458 -0.788 -1.930
H 3.136 0.498 1.556
H 1.435 0.596 2.014
H -1.900 -0.458 -2.035
H -2.130 2.913 -0.565
H -0.451 2.949 -1.084
H -0.839 2.728 0.626
H -0.583 0.551 -2.643
H -2.200 1.216 -2.444
*
```



Model x:
Computed, not measured: a 3-piece molecular cluster, C9H21N overall, with ωB97M-V/def2-TZVPD.

- Kohn-Sham gap (spin up / spin down) (eV) = 6.80 / 6.81
- E_LUMO (spin up / spin down) (eV) = 0.793 / 0.793
- highest occupied orbital energy (spin up / spin down) (hartree) = -0.221 / -0.221

```
! RIJCOSX wB97M-V def2-TZVPD def2/J DEFGRID3
* xyz 0 1
C -0.929 0.166 -0.518
C 1.769 0.106 -0.044
C -0.158 -0.712 0.272
C -2.466 -1.106 0.527
C -1.102 -0.119 -1.988
C 2.081 0.622 -1.430
C 2.600 -1.113 0.290
C 1.903 1.186 1.002
C -2.894 -0.361 1.764
N -1.091 1.471 -0.164
H -1.239 2.165 -0.878
H -1.344 1.772 0.762
H -0.118 -0.585 1.344
H 0.037 -1.688 -0.142
H -3.191 -1.060 -0.285
H -2.239 -2.156 0.709
H -0.914 -1.166 -2.211
H -0.434 0.497 -2.590
H -2.121 0.129 -2.291
H 1.497 1.511 -1.682
H 1.904 -0.139 -2.195
H 3.139 0.920 -1.521
H 2.474 -1.903 -0.457
H 3.676 -0.878 0.325
H 2.333 -1.531 1.265
H 2.932 1.577 1.061
H 1.252 2.038 0.789
H 1.662 0.810 2.002
H -3.798 -0.773 2.230
H -2.112 -0.366 2.531
H -3.109 0.685 1.526
*
```



Which structure is the most stable? The one labeled model w.